1.
Molecular formula: C43H37N2P2Zr
Method: DFT, ωB97M-V/def2-TZVPD

```
! wB97M-V def2-TZVPD RIJCOSX def2/J DEFGRID3
* xyz 3 1
C -2.722 0.616 -3.452
C 3.156 -4.738 -3.165
C 1.168 -2.160 -2.813
C 3.233 0.889 -1.300
C -1.138 -4.259 1.465
C 0.592 2.941 -1.001
C 2.015 -0.938 2.264
H 5.070 0.478 2.684
H -1.329 -6.496 3.995
N 0.011 2.091 -0.123
H 2.759 0.599 3.578
H 0.902 1.692 -4.291
H 2.829 0.860 -0.269
C -1.710 3.717 0.221
H 4.467 -1.720 -2.348
H -3.154 2.836 2.357
C 5.425 -4.554 -3.945
C -2.765 -0.424 3.169
C -2.749 1.835 2.313
H -4.058 1.138 3.857
C 4.414 -2.721 -2.763
H 1.980 -4.057 2.841
H -1.748 -3.850 0.667
C 4.298 -0.161 2.275
H 6.418 -2.701 -3.523
C 0.178 -3.835 1.657
C -1.674 -5.221 2.306
H 1.504 2.605 -1.473
H -3.307 2.058 -4.926
H 4.189 -6.285 -4.223
P 0.880 -2.689 0.472
C 0.077 4.180 -1.298
H 5.997 2.084 -2.821
H 6.276 -4.985 -4.454
H 0.589 4.817 -2.005
H 0.998 -5.735 4.332
C -0.907 -5.746 3.339
H 0.658 -4.294 -1.291
H -1.858 -0.749 -2.050
C 2.999 -0.082 2.772
H 2.246 -4.367 -0.531
H -3.736 0.316 -3.224
C 3.625 -1.894 0.729
P 0.949 -0.445 -2.179
C 1.502 -3.681 -0.944
H -3.177 -1.164 3.843
C -0.347 0.394 -3.099
C 5.040 1.596 -2.698
C -1.731 1.502 1.432
C -0.107 1.382 -4.053
H 5.620 -1.149 0.912
C -1.141 2.484 0.492
C -1.100 4.576 -0.677
C -2.478 1.594 -4.408
H 3.882 -2.562 -0.083
H 1.043 -0.977 2.774
H -2.633 4.001 0.703
C 4.394 1.051 -3.800
C -1.177 1.977 -4.705
C 4.460 1.518 -1.437
H 4.853 1.109 -4.778
C 4.253 -5.286 -3.814
H -1.538 5.542 -0.890
N 2.111 -2.853 -1.960
C 5.504 -3.271 -3.423
C -1.659 0.018 -2.794
C 3.162 0.432 -3.655
C 2.557 0.349 -2.399
C 0.401 -5.320 3.531
H -0.993 2.735 -5.455
H 0.186 -2.645 -2.881
C -1.734 -0.764 2.304
C -1.199 0.187 1.422
C 3.242 -3.455 -2.639
C 4.604 -1.074 1.278
H 2.678 0.006 -4.526
H 4.962 1.940 -0.576
C 0.953 -4.368 2.689
H 2.241 -5.313 -3.080
C 2.320 -1.860 1.223
C -3.263 0.870 3.173
H -2.690 -5.559 2.155
H 1.556 -2.082 -3.830
Zr 0.664 0.000 0.421
H -1.360 -1.781 2.323
*
```

Output
energy relative to the best compared isomer or geometry (same formula, charge and spin): 0.0 kJ/mol
HOMO level: -16.0 eV
gap between HOMO and LUMO: 0.2221 Eh

Löwdin atomic charge list, values in e, 5 entries: number 1, C, carries -0.046; number 2, C, carries -0.012; number 3, C, carries -0.267; number 4, C, carries -0.168; number 5, C, carries -0.108

2.
Molecular formula: C43H37N5O5ReSSi
Method: DFT, ωB97M-V/def2-TZVPD

```
! wB97M-V def2-TZVPD RIJCOSX def2/J DEFGRID3
* xyz 2 4
C -1.426 1.929 2.005
O 0.089 2.180 -2.370
H 1.847 -2.774 0.702
H 2.352 0.210 2.762
C -4.631 -1.923 -1.569
H 5.318 0.955 -0.225
C 3.170 0.975 -2.988
C -1.576 4.191 2.892
C -3.586 2.516 -1.701
C -2.578 -5.403 1.096
H 3.309 -3.626 0.225
C 3.405 3.291 -3.553
H 3.227 -0.052 -3.311
H 2.356 2.936 -0.368
C -1.550 0.065 3.360
C -3.563 3.504 -4.295
H 3.432 -2.232 1.289
H 4.650 -0.840 -1.898
H 0.991 -3.866 3.614
C 3.368 0.459 2.489
C -1.656 -3.174 0.986
H 1.004 -2.049 -1.497
C -1.535 2.800 3.117
O -1.019 0.000 -2.033
H -1.644 2.550 -4.468
C -1.603 0.854 4.510
C 2.028 -2.186 -1.850
C 4.295 0.742 3.476
H -3.587 2.159 -0.680
H 4.005 0.712 4.514
H -0.606 -5.684 3.023
C -1.493 4.691 1.614
C 5.959 1.151 1.799
Re -1.040 -0.372 0.322
C -4.629 3.782 -3.453
C -2.498 2.741 -3.840
S -1.048 1.467 -1.887
H 2.142 -1.630 -2.776
H 6.964 1.429 1.520
H -1.647 0.374 5.472
C -0.644 -4.727 2.529
C 5.029 0.878 0.812
C -1.619 -4.463 1.555
C -1.322 2.470 0.683
O -5.206 -5.941 -1.137
H 3.642 4.058 -4.275
C 3.027 -1.778 -0.795
N -2.740 -1.456 -0.192
C 2.990 3.639 -2.280
C -3.700 -1.051 -1.020
H 2.160 -3.246 -2.081
H -3.549 3.906 -5.293
H -3.725 -0.001 -1.271
H -5.461 3.516 -1.492
C -2.523 2.245 -2.548
N -0.737 -2.207 1.261
H -1.534 5.758 1.461
C 2.891 -2.640 0.438
H -2.547 -6.418 1.474
H 2.915 4.678 -1.995
C -4.644 3.286 -2.158
C -3.521 -5.075 0.168
C -3.653 -3.735 -0.344
H -5.378 -1.541 -2.243
C -4.629 -3.264 -1.237
C 3.728 0.515 1.146
N -4.415 -6.166 -0.258
H -1.280 4.274 -0.482
H -1.665 4.850 3.742
H 6.332 1.253 3.899
O 1.026 0.071 0.384
C 0.240 -3.716 2.857
C 2.679 2.658 -1.360
C 4.461 -1.694 -1.253
O -4.275 -7.218 0.308
N -1.262 1.511 -0.265
H -5.359 -3.932 -1.667
C -2.710 -2.785 0.121
H 0.875 -1.702 2.438
C -1.355 3.852 0.508
H -5.443 4.400 -3.797
H 3.820 1.674 -4.898
H 4.724 -2.588 -1.821
H -1.601 -1.011 3.447
N -1.436 0.570 2.138
H 5.125 -1.632 -0.394
C 0.178 -2.494 2.197
Si 2.461 0.145 -0.226
C -1.598 2.222 4.399
H -1.650 2.858 5.269
C 5.597 1.069 3.132
C 3.494 1.959 -3.908
C 2.790 1.312 -1.698
*
```

Output
energy relative to the best compared isomer or geometry (same formula, charge and spin): 247.1 kJ/mol
⟨S²⟩: 3.79
HOMO level (spin up / spin down): -12.2 / -12.2 eV
gap between HOMO and LUMO (spin up / spin down): 0.1918 / 0.1495 Eh

Löwdin atomic charge list, values in e, 5 entries: number 1, C, carries -0.130; number 2, O, carries -0.199; number 3, H, carries 0.033; number 4, H, carries 0.074; number 5, C, carries 0.031

3.
Molecular formula: C43H38Cl3F3N2O3S2SbSeSiTi
Method: DFT, ωB97M-V/def2-TZVPD

```
! wB97M-V def2-TZVPD RIJCOSX def2/J DEFGRID3
* xyz -2 2
H 1.322 -2.055 -0.935
H 0.074 -1.045 -4.733
H 2.209 2.867 3.271
O 0.625 0.123 -1.883
H 4.791 5.374 1.078
H -1.644 -4.918 -0.420
C -4.388 0.980 0.260
N -1.393 1.817 -1.781
C 3.936 5.112 0.446
C -1.773 -2.342 5.572
H 1.509 -6.243 1.685
Cl 1.569 -2.684 -3.985
O -0.847 1.575 0.803
F -1.906 -2.455 6.923
H 5.585 -0.497 0.407
C -2.653 -4.549 -0.278
C -0.671 2.523 -5.870
H -4.255 0.873 3.650
Se 0.578 4.266 0.372
H 3.320 2.305 2.026
H -1.858 1.396 3.146
C 0.387 -4.435 1.276
S 1.319 0.256 1.138
H 5.286 -0.133 -1.303
H -2.409 1.368 -6.262
C -3.914 0.997 2.631
H 3.875 3.492 3.231
H 1.568 4.064 -6.151
C 1.351 3.778 -5.128
C -3.721 -5.378 -0.607
C -2.622 1.423 -1.378
H -2.879 0.844 -3.928
C 2.154 4.177 -4.097
C -2.460 -2.961 3.381
C -0.816 -1.489 5.064
C -3.042 1.284 -0.043
C -2.603 -3.084 4.760
C 1.865 3.732 -2.799
H -3.570 -6.376 -0.997
H -5.100 0.852 -0.548
Ti 0.484 1.741 -0.575
H -3.115 -3.542 2.744
S 2.980 1.819 -0.849
H -4.367 -1.813 0.722
O 1.871 0.415 -3.746
H -3.395 1.296 -2.127
H -0.475 2.762 -6.908
C 5.155 0.233 -0.281
C 1.436 -5.331 1.107
H 4.010 -2.127 1.124
C 2.407 -5.030 0.172
H 1.349 5.831 3.358
Si 2.477 4.586 1.518
H 2.694 -1.857 2.257
Cl -6.470 0.417 1.898
C 2.971 -0.239 0.871
C 3.507 -1.364 1.723
H 3.173 -3.667 -1.291
C -1.743 1.759 -5.500
F -6.053 -5.703 -0.748
Cl -1.078 -2.012 -2.948
C -5.257 -3.629 0.046
H 3.044 6.339 3.212
H -0.379 -4.656 2.011
H -6.277 -3.288 0.163
C -1.201 1.935 -3.131
C -2.583 1.292 2.349
H 2.492 4.017 -1.965
H 3.668 5.986 -0.153
C 0.312 -3.268 0.521
H 4.233 4.303 -0.225
C -5.001 -4.898 -0.431
C 1.330 -2.992 -0.388
H -3.346 -3.737 5.199
C 0.372 -1.370 -3.742
Sb -1.274 -1.831 0.675
F 3.430 -5.911 -0.002
C 3.026 3.174 2.616
H 4.222 -0.996 2.467
C 2.145 6.068 2.649
C -0.693 -1.381 3.685
C -1.506 -2.116 2.820
C 2.385 -3.876 -0.580
H 5.723 1.163 -0.199
C -4.793 0.836 1.568
C -4.173 -2.818 0.357
H 3.022 4.800 -4.260
N 0.838 2.960 -2.525
C 0.217 2.988 -4.864
C -0.018 2.641 -3.521
C -2.128 1.413 1.037
C -2.857 -3.262 0.217
C 1.051 -0.153 -3.045
C 3.700 0.482 0.007
H 0.046 -0.701 3.276
H 1.827 6.935 2.066
C -2.025 1.465 -4.153
H -0.188 -0.919 5.735
*
```

Output
energy relative to the best compared isomer or geometry (same formula, charge and spin): 36.6 kJ/mol
⟨S²⟩: 0.79
HOMO level (spin up / spin down): -0.6 / -1.9 eV
gap between HOMO and LUMO (spin up / spin down): 0.1711 / 0.2184 Eh

Löwdin atomic charge list, values in e, 5 entries: number 1, H, carries 0.067; number 2, H, carries 0.053; number 3, H, carries 0.027; number 4, O, carries -0.222; number 5, H, carries 0.017

4.
Molecular formula: C43H38MgN3O5
Method: DFT, ωB97M-V/def2-TZVPD

```
! wB97M-V def2-TZVPD RIJCOSX def2/J DEFGRID3
* xyz -1 1
H 5.529 1.699 -2.886
C 0.071 4.821 -0.730
H -4.134 3.529 3.731
C -3.686 -2.895 0.840
C 2.063 -0.765 3.047
H -4.363 -2.850 1.688
C -2.801 2.441 2.452
H 1.146 5.082 1.099
H -0.822 0.152 -5.907
C -3.170 1.928 4.768
C -1.127 1.085 1.044
H 0.332 2.946 2.070
H -5.560 -1.546 -0.609
H 3.646 -1.578 -4.925
H 2.440 1.159 5.789
C -3.553 -1.503 0.220
H 1.264 -5.262 1.496
C 2.767 1.309 2.429
C -0.813 2.409 0.362
C -3.433 2.705 3.654
H -5.425 -0.725 0.967
H 2.247 -1.887 -2.894
C 4.800 0.904 -2.964
C -0.697 -0.663 -5.202
H -0.246 -4.002 -5.105
C 4.709 0.091 -4.074
H -3.021 3.055 1.589
C -1.879 1.406 2.352
C 0.029 3.255 1.079
H -4.855 0.071 -0.503
O 5.177 2.018 -0.400
C 2.977 -1.091 -2.943
H -0.697 0.616 -3.486
H -0.981 -5.307 0.454
H 2.746 -3.310 1.074
H -0.895 -0.161 3.374
C -1.237 2.809 -0.897
H 4.225 2.498 1.453
H 5.371 0.237 -4.918
C -2.179 0.268 0.232
Mg 1.405 0.406 0.104
C -1.617 0.635 3.475
O 0.394 0.044 -1.343
C 0.473 4.446 0.540
N 2.970 1.619 0.054
H -1.124 4.293 -2.426
C 1.733 -3.324 0.691
C -0.342 -4.440 0.329
C -0.346 -2.722 -3.396
C -0.004 -2.225 -0.589
H -1.747 -3.432 -0.915
C 0.915 -4.421 0.910
H 3.096 2.746 3.982
H 0.430 5.742 -1.169
C 3.942 0.674 -1.888
C -2.265 0.884 4.672
H -2.963 1.003 -0.027
C -0.574 -1.964 -5.666
H 1.762 -1.155 5.140
C 2.794 1.734 3.758
H -2.168 0.130 -1.918
H 1.933 -1.414 -0.242
C 1.273 -2.248 -0.047
C -0.794 4.006 -1.436
H -4.065 -3.596 0.102
C 2.434 0.851 4.753
H -3.671 2.133 5.706
H -0.194 -3.543 -2.711
C -0.500 -1.429 -2.914
H 2.581 3.162 1.406
H 1.756 -1.745 2.703
C -4.951 -0.886 0.001
C 3.759 -0.919 -4.076
O -2.872 -1.560 -1.025
C -0.646 -0.402 -3.846
C -0.440 -1.020 -1.424
C -0.786 -3.371 -0.434
H -1.904 2.195 -1.482
O -2.775 -0.708 1.066
C 2.053 -0.433 4.390
H -0.625 -2.174 -6.727
C 4.071 1.510 -0.658
H -2.065 0.273 5.544
C -1.898 -0.521 -1.075
C -0.380 -2.986 -4.755
N 3.078 -0.329 -1.868
H -2.709 -3.220 1.183
O 0.026 0.437 1.306
C 3.157 2.236 1.329
N 2.430 0.076 2.096
*
```

Output
HOMO level: -5.1 eV
gap between HOMO and LUMO: 0.2868 Eh

Löwdin atomic charge list, values in e, 5 entries: number 1, H, carries 0.111; number 2, C, carries -0.098; number 3, H, carries 0.093; number 4, C, carries 0.015; number 5, C, carries -0.114

5.
Molecular formula: C43H39BN2O6
Method: DFT, ωB97M-V/def2-TZVPD

```
! wB97M-V def2-TZVPD RIJCOSX def2/J DEFGRID3
* xyz 0 1
C -7.494 3.142 3.020
C -3.479 1.553 -5.632
N 5.113 -0.022 1.293
H 4.453 -2.215 2.596
C 2.403 0.953 -1.003
H 7.911 3.359 2.607
O -1.161 -1.476 -2.581
H 7.496 2.897 5.031
C -2.630 -0.520 1.196
H -0.009 0.711 -3.465
H 2.238 2.030 -7.062
H 3.606 0.925 -6.690
C -1.394 -0.208 0.670
H -8.560 2.861 1.155
H -3.807 0.527 -5.816
C 2.746 0.418 1.716
C -5.255 -1.242 2.033
C -4.989 -1.682 3.331
B -0.143 0.174 -4.582
C 3.636 0.567 -0.536
O 0.010 -1.298 -4.515
H -6.128 -4.887 3.037
C 0.020 1.300 -0.698
H 6.750 1.982 0.868
C -0.038 -3.421 -3.475
C -5.557 1.721 3.346
C -5.874 -2.090 1.105
H 0.212 -3.751 -2.466
H 0.001 1.841 -1.642
C -6.415 2.722 3.805
C 6.622 -3.882 0.538
H -6.094 -1.700 0.108
H -7.050 1.030 0.361
C 5.613 -1.326 1.022
H -4.368 2.249 0.220
C 5.692 -3.678 1.564
H 2.910 0.240 2.777
C 7.239 2.557 2.909
H -0.560 -0.893 0.808
H 7.764 -2.949 -1.052
H 2.257 1.187 -2.054
C 2.099 0.989 -5.183
C 5.528 0.466 3.659
H -2.771 -1.445 1.752
C -2.121 1.543 -4.948
H -8.152 3.937 3.375
H 4.868 -0.361 3.928
H 5.357 -4.509 2.185
H -0.887 -4.027 -3.800
H -6.232 3.173 4.780
O -1.448 0.427 -5.221
H -2.226 2.661 -0.996
C -5.286 -3.003 3.682
C -0.459 -1.962 -3.463
C 2.904 1.657 -6.282
C -5.781 1.139 2.093
H 7.011 -4.883 0.345
O 2.578 0.786 -4.069
C 7.046 -2.800 -0.245
H 5.958 1.038 5.688
C 5.741 0.752 2.311
H -4.533 -0.991 4.042
O 0.877 0.645 -5.561
H 0.807 -3.558 -4.152
C 5.180 -2.402 1.802
H 4.485 0.488 -1.209
C -6.195 -3.397 1.470
H -4.714 1.372 3.946
C -6.879 1.528 1.318
C 6.152 1.249 4.636
C -1.217 0.971 -0.107
H 3.513 2.461 -5.864
C 6.550 -1.519 0.003
C -3.534 1.560 0.312
H -6.678 -4.050 0.744
H -3.380 2.088 -6.582
N -4.928 0.091 1.644
H 0.632 0.696 1.918
C 6.598 1.795 1.934
C -5.892 -3.859 2.758
C 1.476 0.689 1.234
H -4.214 2.094 -5.036
C 1.278 0.976 -0.148
O -1.700 2.457 -4.249
H -5.038 -3.354 4.685
C -2.341 1.809 -0.326
C 3.829 0.324 0.835
C -3.707 0.373 1.056
C -7.723 2.542 1.776
C 7.011 2.289 4.267
H 6.873 -0.654 -0.581
*
```

Output
energy relative to the best compared isomer or geometry (same formula, charge and spin): 0.0 kJ/mol
HOMO level: -8.4 eV
gap between HOMO and LUMO: 0.2349 Eh

Löwdin atomic charge list, values in e, 5 entries: number 1, C, carries -0.080; number 2, C, carries 0.010; number 3, N, carries -0.042; number 4, H, carries 0.110; number 5, C, carries 0.034